[1]
{
  "formula": "C22H37F3N4NiO5S2Si",
  "method": "the ωB97M-V functional and the def2-TZVPD basis",
  "species": ["Ni", "C", "C", "N", "N", "C", "N", "S", "C", "C", "C", "C", "C", "N", "H", "H", "H", "H", "H", "H", "H", "H", "H", "H", "C", "C", "C", "C", "O", "Si", "S", "O", "C", "C", "C", "C", "O", "C", "C", "C", "C", "H", "H", "H", "H", "H", "H", "H", "H", "H", "H", "H", "H", "H", "H", "H", "H", "H", "H", "H", "H", "H", "H", "H", "H", "H", "H", "H", "F", "C", "F", "F", "C", "O", "O"],
  "positions_angstrom": [[-0.22615, -0.39533, 0.36889], [-2.88310, 3.27700, 0.13480], [-1.53432, 2.61004, 0.14211], [-1.35894, 1.47068, 0.76489], [-2.49517, 0.98151, 1.41315], [-2.35509, -0.07271, 2.22225], [-3.49596, -0.69045, 2.57148], [-0.83924, -0.67900, 2.68401], [-0.50895, 3.26322, -0.57949], [-0.71730, 4.04835, -1.74853], [0.04843, 3.79699, -2.86140], [0.71994, 2.51663, -2.90769], [1.01215, 1.87808, -1.76375], [0.88737, 2.76184, -0.58314], [-3.28249, 3.30940, 1.14914], [-3.57739, 2.70859, -0.49222], [-2.82304, 4.29441, -0.24242], [-3.34144, 0.98844, 0.85676], [-4.31054, -0.56871, 1.98302], [-3.38839, -1.59800, 2.98916], [-1.52616, 4.76794, -1.79514], [-0.05735, 4.39519, -3.75839], [0.87018, 2.01682, -3.85778], [1.32341, 0.86096, -1.63197], [3.75624, 1.82645, -0.09743], [2.59510, 1.43942, 0.81658], [3.05128, 1.38429, 2.27085], [1.42046, 2.39793, 0.78108], [2.02799, 0.17114, 0.39612], [2.64729, -1.39384, 0.24192], [0.84699, -2.41901, 0.07161], [3.56531, -1.59415, 1.56947], [4.41404, -2.67643, 2.00316], [3.94243, -4.00149, 1.41243], [5.83317, -2.35814, 1.55342], [4.31547, -2.70729, 3.51978], [3.69333, -1.48846, -1.00890], [3.64174, -1.87711, -2.39646], [3.42381, -3.37896, -2.50808], [2.53844, -1.11687, -3.11836], [4.99855, -1.49924, -2.96470], [4.25471, 2.72026, 0.28908], [3.43658, 2.00933, -1.12462], [4.48587, 1.01085, -0.11883], [3.34612, 2.38030, 2.61035], [3.89546, 0.70613, 2.37000], [2.24041, 1.01350, 2.90410], [1.66268, 3.34083, 1.26492], [0.62800, 1.93447, 1.34172], [1.41221, 3.59423, -0.87808], [4.03908, -3.99302, 0.32198], [2.89416, -4.17932, 1.66527], [4.54549, -4.82333, 1.80579], [5.86645, -2.27299, 0.46388], [6.52188, -3.14688, 1.86995], [6.16265, -1.41024, 1.98814], [3.28889, -2.93058, 3.82189], [4.59614, -1.73488, 3.93435], [4.98074, -3.47104, 3.93196], [2.47989, -3.66594, -2.04262], [4.24105, -3.91650, -2.01887], [3.40086, -3.67291, -3.56088], [1.56110, -1.38380, -2.70374], [2.53907, -1.36811, -4.18207], [2.70235, -0.04032, -3.01684], [5.79041, -2.03119, -2.43106], [5.16850, -0.42382, -2.85808], [5.05189, -1.76167, -4.02490], [-3.98724, -2.84835, -1.71438], [-3.48521, -2.45871, -0.53421], [-4.43518, -2.64945, 0.40174], [-2.45251, -3.24560, -0.23739], [-3.07988, -0.96395, -0.60183], [-3.99483, -0.16051, -0.42288], [-1.84457, -0.74639, -0.79671]],
  "lowdin_charge": [0.32, 0.00, -0.26, -0.01, -0.03, -0.82, 0.13, 0.71, -0.17, -0.06, -0.09, -0.07, -0.06, -0.03, 0.09, 0.10, 0.07, 0.10, 0.11, 0.10, 0.11, 0.09, 0.12, 0.08, 0.01, -0.54, -0.01, -0.05, -0.25, -0.13, 0.44, -0.15, -0.64, -0.04, -0.02, -0.03, -0.15, -0.64, -0.04, -0.03, -0.03, 0.10, 0.08, 0.09, 0.10, 0.08, 0.10, 0.15, 0.09, 0.17, 0.07, 0.08, 0.09, 0.08, 0.09, 0.09, 0.09, 0.09, 0.09, 0.06, 0.08, 0.09, 0.07, 0.09, 0.07, 0.09, 0.09, 0.09, 0.16, -0.55, 0.13, 0.14, -0.54, 0.04, -0.07],
  "e_lumo_ha": [0.00887, -0.00777],
  "de_lowest_kcal_mol": 75.3,
  "homo_lumo_gap_ev": [7.94, 7.47],
  "multiplicity": 3
}

[2]
{
  "formula": "C22H37N2O5S",
  "method": "the ωB97M-V functional and the def2-TZVPD basis",
  "species": ["C", "C", "C", "C", "S", "O", "O", "N", "C", "C", "C", "C", "C", "C", "O", "C", "C", "C", "C", "C", "C", "C", "N", "C", "C", "C", "C", "C", "O", "O", "H", "H", "H", "H", "H", "H", "H", "H", "H", "H", "H", "H", "H", "H", "H", "H", "H", "H", "H", "H", "H", "H", "H", "H", "H", "H", "H", "H", "H", "H", "H", "H", "H", "H", "H", "H", "H"],
  "positions_angstrom": [[-3.29880, 1.02915, -4.57124], [-3.33631, 2.52498, -4.85533], [-2.77681, 3.36946, -3.71006], [-1.27977, 3.20514, -3.50427], [-0.86093, 1.76976, -2.48817], [-1.96693, 1.38839, -1.62830], [-0.27625, 0.70894, -3.26281], [0.32990, 2.37972, -1.46925], [1.67551, 1.92971, -1.75551], [2.67363, 2.46341, -0.70176], [2.50731, 1.77426, 0.62457], [3.29516, 0.68085, 0.95514], [3.11026, -0.01807, 2.13474], [2.10066, 0.35830, 3.01709], [1.76013, -0.28584, 4.16103], [2.40951, -1.49573, 4.51616], [1.98607, -2.68012, 3.64116], [0.55476, -3.16909, 3.91445], [-0.13175, -3.70301, 2.64770], [-1.03200, -2.68584, 1.92468], [-0.41551, -1.28928, 1.83842], [-1.33951, -0.34577, 1.09071], [-1.51625, -0.86057, -0.28155], [-2.18771, -2.17285, -0.27330], [-1.33584, -3.17297, 0.50195], [1.33772, 1.48980, 2.71283], [1.54332, 2.18626, 1.54037], [1.73651, 0.40911, -1.80043], [1.06706, -0.31497, -1.09280], [2.64110, -0.03095, -2.64117], [-2.27832, 0.67629, -4.45071], [-3.85132, 0.80404, -3.66179], [-3.75393, 0.48345, -5.39373], [-4.37104, 2.82765, -5.02533], [-2.77759, 2.73965, -5.76845], [-2.97749, 4.42217, -3.91990], [-3.28416, 3.10917, -2.77918], [-0.74539, 3.06846, -4.44036], [-0.85803, 4.03699, -2.94778], [0.09108, 2.26545, -0.49363], [1.94995, 2.30466, -2.74493], [2.50237, 3.53588, -0.60300], [3.68224, 2.30290, -1.08330], [4.07783, 0.36526, 0.28021], [3.76206, -0.84836, 2.35331], [2.11545, -1.66781, 5.55403], [3.49711, -1.36543, 4.48464], [2.68881, -3.49594, 3.81362], [2.07839, -2.38493, 2.59608], [0.59571, -3.96358, 4.65940], [-0.03861, -2.36390, 4.34746], [-0.74906, -4.56443, 2.90526], [0.63651, -4.05859, 1.95858], [-1.97161, -2.60667, 2.48184], [-0.23586, -0.89037, 2.83281], [0.53733, -1.32694, 1.30832], [-2.31770, -0.28264, 1.57179], [-0.90565, 0.65314, 1.04065], [-1.98980, -0.13520, -0.86746], [-0.56332, -0.94323, -0.68308], [-2.33167, -2.50821, -1.30138], [-3.16691, -2.05696, 0.19645], [-0.39438, -3.32431, -0.03055], [-1.85351, -4.13137, 0.53770], [0.58995, 1.80715, 3.42242], [0.96037, 3.07616, 1.34623], [2.67597, -1.00178, -2.68129]],
  "nbo_charge": [-0.62, -0.39, -0.41, -0.64, 2.30, -0.99, -0.94, -0.86, -0.16, -0.41, -0.08, -0.18, -0.32, 0.40, -0.52, -0.07, -0.43, -0.41, -0.38, -0.22, -0.44, -0.21, -0.56, -0.22, -0.41, -0.28, -0.22, 0.86, -0.69, -0.65, 0.21, 0.20, 0.23, 0.22, 0.20, 0.23, 0.23, 0.26, 0.26, 0.42, 0.24, 0.24, 0.24, 0.22, 0.23, 0.21, 0.18, 0.22, 0.20, 0.22, 0.20, 0.22, 0.20, 0.20, 0.25, 0.22, 0.21, 0.23, 0.48, 0.47, 0.23, 0.21, 0.21, 0.24, 0.23, 0.21, 0.51],
  "e_lumo_ha": -0.06784,
  "de_lowest_kcal_mol": 1.8,
  "total_charge": 1,
  "homo_lumo_gap_ev": 9.24,
  "smiles": "CCCCS(=O)(=O)N[C@@H](Cc1ccc(OCCCCC2CC[NH2+]CC2)cc1)C(=O)O"
}

[3]
{
  "formula": "C22H37N2O5S",
  "method": "the ωB97M-V functional and the def2-TZVPD basis",
  "species": ["O", "O", "C", "C", "C", "C", "C", "C", "S", "N", "C", "C", "C", "C", "C", "C", "C", "N", "H", "H", "H", "H", "H", "H", "H", "H", "H", "H", "H", "H", "H", "H", "H", "H", "H", "H", "H", "C", "C", "O", "C", "H", "H", "H", "H", "H", "H", "C", "C", "O", "C", "H", "H", "H", "H", "H", "H", "C", "C", "O", "C", "H", "H", "H", "H", "H", "H"],
  "positions_angstrom": [[-2.40280, 0.15430, -1.75931], [-1.47608, -0.34716, -0.78787], [-1.51588, -1.74380, -0.92804], [-1.56295, -2.36948, 0.48506], [-2.71991, -3.37920, 0.53166], [-4.16922, -2.96952, 0.32992], [-4.87281, -2.88293, 1.69484], [-4.26846, -1.82637, 2.63428], [-3.30716, -2.53062, 4.01293], [-2.11408, -4.40135, -0.37607], [-0.84170, -4.41968, -0.25073], [-0.41258, -3.37609, 0.71047], [1.01787, -2.90631, 0.53412], [1.33190, -1.56060, 0.65610], [2.67418, -1.19895, 0.54512], [3.57813, -2.23334, 0.32924], [3.17012, -3.54720, 0.20397], [1.88744, -3.89218, 0.30422], [-2.15413, 1.09740, -1.83904], [-0.66157, -2.08880, -1.51950], [-2.40539, -1.98075, -1.50588], [-1.62171, -1.52145, 1.15352], [-2.66503, -3.87583, 1.50471], [-4.68990, -3.73085, -0.24532], [-4.25082, -1.99435, -0.14384], [-5.93265, -2.70509, 1.56335], [-4.74055, -3.85132, 2.17333], [-5.06710, -1.25077, 3.08600], [-3.64917, -1.10634, 2.11066], [-2.09147, -2.02875, 3.75377], [-2.64409, -4.98190, -1.01228], [-0.22011, -5.09045, -0.82149], [-0.48981, -3.74198, 1.73798], [0.58883, -0.80591, 0.84678], [2.99065, -0.17321, 0.62181], [4.63461, -2.01986, 0.25683], [3.92630, -4.29769, 0.04083], [-1.07856, 4.19699, -0.76594], [-1.34946, 3.80809, -2.19554], [-1.89249, 2.75542, -2.47303], [-0.92105, 4.77661, -3.25692], [-1.43477, 3.41628, -0.09653], [-0.00760, 4.33845, -0.61661], [-1.59202, 5.12998, -0.53250], [0.15251, 4.93901, -3.20313], [-1.42430, 5.73255, -3.11531], [-1.17651, 4.37869, -4.23691], [4.24285, -3.26627, 5.84698], [3.38466, -2.51059, 4.86391], [3.11059, -1.34428, 5.01726], [2.87551, -3.27745, 3.66542], [4.53909, -2.60171, 6.65438], [3.68548, -4.10741, 6.26197], [5.13676, -3.64620, 5.34995], [2.25659, -4.11522, 3.99280], [3.71650, -3.65185, 3.08121], [2.27827, -2.62122, 3.03713], [3.14121, 8.36254, -3.94370], [1.89210, 7.63720, -4.37668], [1.17112, 7.08289, -3.57725], [1.58112, 7.63560, -5.85275], [3.24914, 8.29006, -2.86423], [4.01564, 7.91919, -4.42215], [3.07949, 9.41398, -4.22724], [2.39484, 7.16388, -6.40533], [1.45945, 8.65900, -6.20981], [0.66095, 7.08418, -6.03157]],
  "nbo_charge": [-0.47, -0.31, -0.10, -0.23, -0.05, -0.43, -0.40, -0.54, -0.03, -0.41, 0.32, -0.34, 0.19, -0.25, -0.13, -0.24, 0.05, -0.45, 0.51, 0.18, 0.21, 0.27, 0.23, 0.22, 0.24, 0.23, 0.21, 0.24, 0.22, 0.12, 0.45, 0.26, 0.28, 0.24, 0.24, 0.23, 0.21, -0.72, 0.64, -0.61, -0.72, 0.23, 0.24, 0.24, 0.26, 0.25, 0.23, -0.72, 0.59, -0.54, -0.72, 0.24, 0.23, 0.23, 0.23, 0.23, 0.22, -0.72, 0.61, -0.57, -0.72, 0.24, 0.23, 0.24, 0.23, 0.24, 0.23],
  "e_lumo_ha": -0.14292,
  "de_lowest_kcal_mol": 127.5,
  "total_charge": 1,
  "homo_lumo_gap_ev": 7.41
}